This record from the Open Molecules 2025 dataset describes 4 unconnected molecules or ions with the total composition C3H15N2O3S. The level of theory is ωB97M-V/def2-TZVPD.

Results
charge	-1
E_HOMO	-0.1277	hartree
multiplicity	1

XYZ file:
```
24
C3H15N2O3S | the Open Molecules 2025 dataset | ωB97M-V/def2-TZVPD
C -1.104 -0.004 -0.132
C -1.526 -0.415 -1.535
S -0.153 -1.041 -2.575
N -0.494 -1.105 0.625
C 0.943 -0.940 0.861
N 1.279 0.113 1.789
H -1.992 0.337 0.420
H -0.410 0.830 -0.189
H -2.306 -1.184 -1.460
H -1.975 0.449 -2.034
H -0.615 -1.961 0.095
H 1.311 -1.888 1.254
H 1.482 -0.760 -0.074
H 0.719 0.055 2.627
H 1.180 1.035 1.379
H 1.167 0.861 -2.788
H 2.353 0.500 -1.973
O 1.987 1.267 -2.434
H -2.642 -2.090 2.483
H -1.382 -1.263 2.353
O -2.043 -1.563 3.023
H 0.803 3.410 -0.406
H 1.778 2.410 -1.062
O 1.642 2.946 -0.247
```

***

This record from the Open Molecules 2025 dataset describes 3 unconnected molecules or ions with the total composition C3H15N3O2. The level of theory is ωB97M-V/def2-TZVPD.

Results
E_HOMO	-0.3069	hartree
multiplicity	1
structure (SMILES)	NCCNCN.O.O

XYZ file:
```
23
C3H15N3O2 | the Open Molecules 2025 dataset | ωB97M-V/def2-TZVPD
C 0.106 -0.775 0.187
N -0.327 0.579 -0.210
C 0.293 1.562 0.680
N 0.047 1.360 2.098
C -0.146 -1.728 -0.984
N -1.550 -2.003 -1.145
H -0.351 -0.968 1.172
H 1.180 -0.859 0.424
H -1.332 0.591 -0.159
H -0.021 2.564 0.372
H 1.331 1.594 0.328
H 0.720 0.731 2.514
H -0.083 2.223 2.601
H 0.322 -1.224 -1.833
H 0.390 -2.654 -0.759
H -2.150 -1.210 -1.294
H -1.944 -2.913 -1.002
H -4.235 -0.108 0.336
H -2.660 0.145 0.354
O -3.472 0.234 -0.129
H 4.850 0.271 -1.605
H 4.328 1.727 -1.093
O 4.702 0.860 -0.855
```

***

This record from the Open Molecules 2025 dataset describes 4 unconnected molecules or ions with the total composition C3H15NO3. The level of theory is ωB97M-V/def2-TZVPD.

Results
charge	-1
E_HOMO (alpha / beta)	0.0381 / -0.2043	hartree
expectation value of S²	0.750
multiplicity	2

XYZ file:
```
22
C3H15NO3 | the Open Molecules 2025 dataset | ωB97M-V/def2-TZVPD
C -0.721 -0.384 1.426
C -0.201 0.702 2.365
C -0.153 2.073 1.745
N 0.104 -0.705 0.270
H -1.114 -1.288 1.904
H -1.591 0.091 0.889
H -0.769 0.613 3.296
H 0.839 0.433 2.762
H -1.020 2.391 1.110
H -0.063 2.823 2.542
H 0.664 2.252 1.031
H 0.899 -1.297 0.494
H -0.401 -1.227 -0.440
H -2.064 -0.297 -3.255
H -0.755 0.134 -3.604
O -1.158 -0.625 -3.143
H 0.889 0.664 -1.987
H 1.297 2.148 -1.646
O 0.709 1.598 -2.161
H 1.228 -3.586 -1.884
H 2.114 -3.418 -0.673
O 1.268 -3.095 -1.041
```

***

Per-record F_max, eV/Å: 0.571; 1.649; 2.402
Per-record energy above the lowest of the compared OMol25 structures with the same formula, charge and spin, kJ/mol: 0.0; 87.7; 80.0